C20H26N3O6PPd as an isolated structure, computed with ωB97M-V/def2-TZVPD.

⟨S²⟩   6.032
2S+1   5
Frontier orbital gap (spin up / spin down)   6.63 / 4.65 eV
Total charge   +2

Atoms and positions in Å:
C  -2.43  0.48  -4.24
C  -2.01  -0.66  -3.56
C  -1.25  -0.58  -2.37
C  -0.92  0.72  -1.90
C  -1.25  1.86  -2.65
C  -2.04  1.74  -3.80
C  -1.06  -1.89  -1.62
C  -0.06  -3.02  -2.04
N  1.33  -2.74  -2.34
Pd  -0.07  1.27  -0.05
C  -0.71  3.23  -2.30
P  0.75  2.88  -1.28
H  -2.36  -1.66  -3.87
H  -2.33  2.66  -4.31
H  -3.09  0.41  -5.11
H  -1.41  3.88  -1.75
H  -0.40  3.78  -3.20
H  -0.88  -1.64  -0.57
H  -2.06  -2.38  -1.66
H  -0.01  -3.72  -1.18
C  1.52  4.30  -0.49
C  1.92  2.11  -2.46
H  -0.46  -3.61  -2.88
C  1.61  -1.89  -3.48
C  2.20  -2.60  -1.18
H  0.03  2.47  1.23
H  2.08  -2.48  -4.27
H  0.68  -1.43  -3.85
H  2.31  -1.10  -3.18
H  2.82  -3.50  -1.06
H  2.87  -1.74  -1.31
H  1.60  -2.44  -0.26
H  2.36  2.82  -3.16
H  2.70  1.64  -1.85
H  1.43  1.31  -3.03
H  1.48  5.18  -1.14
H  1.00  4.51  0.45
H  2.57  4.07  -0.26
H  0.74  2.09  1.25
O  -2.34  -1.42  1.36
C  -1.25  -0.98  1.69
O  -0.23  -0.63  0.91
C  -0.87  -0.88  3.15
C  0.48  -0.81  3.52
C  0.83  -0.75  4.89
C  -0.16  -0.73  5.87
C  -1.50  -0.78  5.49
C  -1.87  -0.88  4.13
N  -2.56  -0.73  6.46
O  -2.27  -0.68  7.68
O  -3.73  -0.75  6.05
N  2.22  -0.67  5.25
O  3.09  -0.69  4.35
O  2.50  -0.58  6.46
H  1.26  -0.80  2.76
H  0.12  -0.63  6.91
H  -2.91  -0.94  3.82


A 2-piece molecular cluster, C4H9O3 overall, computed with ωB97M-V/def2-TZVPD.

⟨S²⟩   0.754
2S+1   2
Frontier orbital gap (spin up / spin down)   10.78 / 6.83 eV
Energy relative to the best compared isomer or geometry (same formula, charge and spin)   0.544 eV

Atoms and positions in Å:
C  -1.41  -0.55  1.78
C  -0.08  -1.21  2.11
O  -1.61  0.52  2.79
H  -1.39  -0.08  0.81
H  -2.22  -1.23  2.02
H  0.60  -0.56  2.65
H  -2.30  1.06  2.37
H  0.42  -1.41  1.16
H  -0.15  -2.13  2.68
C  1.30  0.86  -3.29
C  1.15  0.72  -1.78
O  1.95  0.20  -1.04
O  -0.03  1.12  -1.37
H  2.04  0.18  -3.71
H  1.39  1.93  -3.42
H  0.35  0.58  -3.76


A 2-piece molecular cluster, C4H11NS overall, computed with ωB97M-V/def2-TZVPD.

Frontier orbital gap   5.33 eV
Energy relative to the best compared isomer or geometry (same formula, charge and spin)   4.051 eV

Atoms and positions in Å:
C  -0.87  2.88  -0.87
C  -0.28  1.68  -1.64
S  -0.87  0.05  -0.95
H  -1.58  3.39  -1.52
H  -0.09  3.49  -0.41
H  -1.46  2.58  -0.01
H  0.77  1.90  -1.86
H  -0.83  1.57  -2.55
C  0.76  -1.53  1.41
C  1.69  -1.49  0.50
N  -0.35  -2.53  1.33
H  0.68  -1.06  2.37
H  2.59  -0.92  0.70
H  1.74  -1.91  -0.49
H  -0.66  -2.57  0.35
H  -0.10  -3.41  1.77
H  -1.14  -2.12  1.85


A 2-piece molecular cluster, C35H39N2O2 overall, computed with ωB97M-V/def2-TZVPD.

Frontier orbital gap   5.15 eV
Total charge   +1

Atoms and positions in Å:
C  -5.51  -2.52  4.96
C  -4.08  -2.12  4.83
C  -3.74  -0.76  4.79
C  -2.43  -0.37  4.57
C  -1.39  -1.32  4.36
C  -0.11  -0.81  4.01
C  1.18  -1.32  4.35
C  2.24  -0.37  4.47
C  3.54  -0.76  4.70
C  3.87  -2.12  4.80
C  5.30  -2.54  4.94
C  2.83  -3.06  4.78
C  1.51  -2.68  4.59
C  -1.74  -2.70  4.50
C  -3.06  -3.07  4.73
H  -5.61  -3.61  5.00
H  -5.97  -2.10  5.87
H  -6.11  -2.16  4.12
H  -4.53  -0.01  4.91
H  -2.18  0.69  4.56
H  -0.11  0.19  3.58
H  1.99  0.69  4.39
H  4.34  -0.02  4.78
H  5.38  -3.63  4.98
H  5.90  -2.18  4.10
H  5.75  -2.12  5.85
H  3.09  -4.12  4.90
H  0.74  -3.45  4.60
H  -0.99  -3.47  4.38
H  -3.32  -4.13  4.82
H  2.30  -0.70  -3.20
C  1.62  0.10  -3.57
C  0.22  -0.16  -2.98
O  -0.16  -1.40  -3.53
C  0.12  -0.14  -1.46
C  1.14  -0.60  -0.66
C  0.96  -0.64  0.74
N  -0.14  -0.22  1.35
C  -1.17  0.26  0.59
C  -1.09  0.31  -0.85
C  -2.18  0.83  -1.58
C  -3.31  1.35  -0.92
O  -4.35  1.95  -1.54
C  -4.36  2.06  -2.98
C  -3.38  1.28  0.50
C  -2.34  0.74  1.22
C  1.66  0.09  -5.11
C  2.26  1.41  -5.63
C  3.66  1.60  -5.00
C  3.56  1.52  -3.49
N  2.14  1.36  -3.01
C  1.36  2.55  -3.55
C  1.39  2.60  -5.09
C  0.01  2.63  -5.69
C  -0.71  3.76  -5.61
H  -0.41  0.64  -3.42
H  -1.04  -1.66  -3.21
H  2.09  -0.93  -1.09
H  1.77  -1.03  1.36
H  -2.15  0.84  -2.68
H  -5.32  2.54  -3.19
H  -3.53  2.69  -3.34
H  -4.32  1.07  -3.46
H  -4.27  1.66  0.99
H  -2.41  0.68  2.31
H  2.31  -0.75  -5.39
H  0.67  -0.10  -5.53
H  2.28  1.44  -6.73
H  4.35  0.83  -5.37
H  4.06  2.58  -5.28
H  4.14  0.67  -3.10
H  3.94  2.44  -3.02
H  0.34  2.55  -3.14
H  1.88  3.45  -3.17
H  1.90  3.55  -5.34
H  -0.33  1.71  -6.19
H  -1.70  3.86  -6.06
H  -0.27  4.64  -5.12


One molecule with the formula CH3ClN4, computed with ωB97M-V/def2-TZVPD.

SMILES string   ClN1CN=NN1
Frontier orbital gap   10.34 eV
Energy relative to the best compared isomer or geometry (same formula, charge and spin)   1.519 eV

Atoms and positions in Å:
Cl  2.36  -0.04  -0.17
N  0.76  -0.23  0.53
C  -0.23  -0.89  -0.25
N  -1.14  0.12  -0.86
N  -0.90  1.18  -0.32
N  0.10  1.31  0.50
H  -1.02  -1.60  0.15
H  0.13  -1.40  -1.03
H  -0.06  1.55  1.46


One molecule with the formula C6H11IN2S, computed with ωB97M-V/def2-TZVPD.

SMILES string   CCCCN(C#N)[C@@H](S)I
Frontier orbital gap   9.19 eV
Energy relative to the best compared isomer or geometry (same formula, charge and spin)   0.783 eV

Atoms and positions in Å:
C  -1.73  0.80  -1.57
C  -1.54  0.75  -0.04
C  -1.24  -0.59  0.59
C  -0.02  -1.23  -0.16
N  1.32  -0.77  0.39
C  1.89  -1.30  1.47
N  2.40  -1.71  2.45
C  1.87  0.44  -0.20
S  1.77  1.98  1.25
I  3.87  0.14  -0.73
H  -2.17  1.64  -2.04
H  -0.67  0.66  -2.15
H  -2.29  -0.02  -1.95
H  -0.73  1.47  0.20
H  -2.52  1.16  0.41
H  -1.01  -0.47  1.66
H  -2.12  -1.41  0.53
H  -0.11  -1.05  -1.23
H  -0.22  -2.25  0.06
H  1.32  0.74  -1.06
H  1.94  1.01  2.12


A 8-piece molecular cluster, C37H44BrF21N5O16 overall, computed with ωB97M-V/def2-TZVPD.

Frontier orbital gap   7.24 eV
Total charge   +1

Atoms and positions in Å:
N  0.58  -6.38  0.14
C  0.33  -5.10  0.47
N  1.16  -4.09  0.88
C  0.31  -2.99  1.12
C  0.71  -1.59  1.64
C  2.19  -1.71  2.16
O  2.44  -1.68  3.33
O  3.20  -1.83  1.21
N  -0.95  -3.40  0.84
C  -2.24  -2.73  0.94
C  -2.89  -2.69  2.26
C  -4.19  -2.04  2.32
N  -4.87  -1.46  1.29
C  -4.23  -1.50  0.10
C  -2.94  -2.11  -0.19
N  -1.02  -4.70  0.43
Br  -2.55  -5.64  0.00
H  0.38  -6.79  -0.77
H  0.94  -7.01  0.86
H  0.07  -1.39  2.54
H  0.63  -0.77  0.88
H  3.65  -2.68  1.38
H  -2.36  -3.15  3.12
H  -4.68  -2.00  3.32
H  -4.76  -1.04  -0.77
H  -2.48  -2.13  -1.21
C  3.16  -1.04  -2.24
C  4.54  -1.58  -1.94
O  4.96  -2.51  -2.96
C  5.45  -1.97  -4.08
O  5.55  -0.80  -4.29
C  5.89  -3.08  -5.04
F  4.98  -4.07  -5.15
F  7.04  -3.65  -4.64
F  6.10  -2.62  -6.28
H  2.45  -1.86  -2.37
H  2.81  -0.40  -1.43
H  3.15  -0.46  -3.17
H  4.53  -2.13  -1.00
H  5.27  -0.78  -1.83
C  1.62  -2.16  8.08
C  1.18  -3.48  7.48
O  -0.25  -3.54  7.36
C  -0.78  -2.93  6.31
O  -0.16  -2.33  5.47
C  -2.30  -3.12  6.29
F  -2.86  -2.92  7.49
F  -2.64  -4.37  5.91
F  -2.91  -2.28  5.44
H  1.12  -1.99  9.04
H  2.70  -2.15  8.24
H  1.36  -1.32  7.43
H  1.48  -4.30  8.14
H  1.66  -3.66  6.51
C  -4.66  2.36  3.87
C  -5.59  2.15  2.69
O  -6.08  3.41  2.20
C  -5.25  4.09  1.39
O  -4.16  3.71  1.07
C  -5.92  5.38  0.91
F  -6.52  6.04  1.91
F  -6.86  5.13  -0.01
F  -5.04  6.22  0.36
H  -5.15  2.94  4.65
H  -4.35  1.40  4.29
H  -3.76  2.91  3.58
H  -6.46  1.58  3.01
H  -5.11  1.59  1.89
C  -11.55  2.44  4.77
C  -11.88  1.09  4.16
O  -10.80  0.63  3.33
C  -9.78  0.05  3.97
O  -9.71  -0.09  5.16
C  -8.73  -0.43  2.97
F  -8.46  0.49  2.02
F  -9.14  -1.54  2.32
F  -7.56  -0.74  3.55
H  -11.29  3.16  4.00
H  -12.41  2.83  5.33
H  -10.70  2.37  5.45
H  -12.75  1.19  3.51
H  -12.13  0.35  4.93
C  -4.17  -0.97  9.90
C  -5.63  -0.84  9.53
O  -6.18  0.40  10.01
C  -5.92  1.48  9.26
O  -5.28  1.47  8.25
C  -6.60  2.71  9.86
F  -6.42  2.79  11.19
F  -7.93  2.69  9.65
F  -6.14  3.85  9.34
H  -4.04  -0.86  10.98
H  -3.78  -1.95  9.61
H  -3.57  -0.20  9.42
H  -6.21  -1.64  10.00
H  -5.78  -0.93  8.45
C  8.33  0.33  -6.41
C  7.38  0.12  -7.57
O  6.85  1.38  -8.03
C  7.64  2.08  -8.84
O  8.73  1.74  -9.20
C  6.93  3.36  -9.29
F  6.33  4.00  -8.27
F  5.97  3.11  -10.20
F  7.77  4.24  -9.85
H  7.84  0.90  -5.61
H  8.66  -0.63  -6.01
H  9.20  0.91  -6.71
H  6.52  -0.47  -7.24
H  7.85  -0.42  -8.39
C  9.74  3.93  -11.97
C  9.94  3.09  -13.22
O  10.43  3.89  -14.31
C  11.74  4.14  -14.30
O  12.51  3.75  -13.47
C  12.13  4.95  -15.54
F  11.29  5.97  -15.76
F  12.12  4.19  -16.65
F  13.36  5.48  -15.44
H  9.09  4.78  -12.19
H  9.29  3.34  -11.18
H  10.69  4.33  -11.61
H  8.98  2.68  -13.54
H  10.60  2.24  -13.03


A 12-piece molecular cluster, C25H75N2O15PS overall, computed with ωB97M-V/def2-TZVPD.

Frontier orbital gap   10.07 eV

Atoms and positions in Å:
C  -2.56  1.11  1.78
C  -2.86  -0.26  2.31
O  -2.46  -1.28  1.81
N  -3.68  -0.27  3.51
C  -5.11  -0.38  3.17
O  -3.30  -1.46  4.22
S  -2.78  -1.02  5.70
O  -3.58  -1.76  6.65
O  -1.40  -1.89  5.46
P  -0.54  -2.60  6.65
N  0.30  -3.79  6.14
H  -3.43  1.74  1.96
H  -2.37  0.97  0.73
H  -1.70  1.48  2.32
H  -5.62  -0.80  4.03
H  -5.28  -1.01  2.30
H  -5.50  0.62  2.98
H  0.23  -1.52  7.07
H  -1.44  -2.85  7.68
H  0.06  -4.66  6.59
C  1.78  -6.08  2.91
C  2.88  -5.33  3.64
O  2.57  -3.96  3.83
H  1.60  -5.62  1.94
H  2.04  -7.13  2.76
H  0.85  -6.04  3.48
H  3.81  -5.36  3.07
H  3.07  -5.81  4.61
H  1.76  -3.92  4.35
C  -2.82  -0.48  -3.20
C  -3.31  0.31  -2.00
O  -2.52  1.49  -1.82
H  -1.78  -0.75  -3.06
H  -3.39  -1.40  -3.33
H  -2.89  0.10  -4.12
H  -3.20  -0.28  -1.10
H  -4.36  0.59  -2.11
H  -2.63  2.03  -2.61
C  -1.80  5.65  -3.29
C  -2.84  6.11  -2.29
O  -3.72  5.05  -1.91
H  -2.28  5.24  -4.18
H  -1.15  6.48  -3.58
H  -1.17  4.87  -2.85
H  -3.47  6.89  -2.73
H  -2.36  6.54  -1.41
H  -3.18  4.37  -1.50
C  0.65  -1.18  2.99
C  1.28  -0.60  1.73
O  2.69  -0.44  1.87
H  0.84  -0.52  3.84
H  -0.43  -1.28  2.84
H  1.05  -2.16  3.23
H  0.87  0.39  1.53
H  1.06  -1.23  0.87
H  3.07  -1.30  2.04
C  -1.54  -7.77  9.33
C  -0.83  -7.87  8.00
O  -0.46  -6.59  7.49
H  -2.44  -7.16  9.24
H  -1.84  -8.76  9.69
H  -0.90  -7.32  10.09
H  -1.47  -8.31  7.24
H  0.07  -8.50  8.09
H  0.13  -6.16  8.12
C  -1.59  10.79  -3.44
C  -2.38  9.85  -2.56
O  -1.53  8.97  -1.82
H  -0.96  10.23  -4.14
H  -2.25  11.44  -4.02
H  -0.93  11.41  -2.84
H  -3.03  9.21  -3.16
H  -3.01  10.42  -1.87
H  -0.96  9.51  -1.27
C  1.66  -1.50  -5.75
C  0.54  -1.04  -4.84
O  -0.33  -2.10  -4.46
H  1.25  -1.96  -6.65
H  2.30  -0.67  -6.05
H  2.28  -2.25  -5.25
H  -0.09  -0.30  -5.34
H  0.96  -0.57  -3.94
H  0.21  -2.76  -4.00
C  0.24  15.31  -3.04
C  -0.55  14.34  -2.17
O  0.30  13.44  -1.46
H  0.86  14.76  -3.75
H  -0.43  15.97  -3.59
H  0.90  15.93  -2.43
H  -1.19  13.72  -2.78
H  -1.18  14.89  -1.46
H  0.88  13.96  -0.90
C  2.11  -2.99  -0.90
C  1.14  -3.62  -1.89
O  1.56  -3.46  -3.25
H  2.22  -1.92  -1.11
H  1.74  -3.11  0.12
H  3.09  -3.45  -0.97
H  0.16  -3.15  -1.82
H  1.02  -4.69  -1.67
H  2.41  -3.89  -3.34
C  1.08  -7.89  -5.20
C  1.51  -6.87  -4.16
O  2.66  -6.13  -4.57
H  1.90  -8.58  -5.42
H  0.22  -8.46  -4.86
H  0.82  -7.39  -6.14
H  1.80  -7.37  -3.24
H  0.69  -6.18  -3.94
H  2.43  -5.66  -5.38
C  6.89  -2.20  -2.33
C  6.43  -2.47  -0.91
O  5.62  -3.64  -0.82
H  6.03  -2.10  -2.99
H  7.48  -1.29  -2.39
H  7.49  -3.03  -2.71
H  5.81  -1.65  -0.55
H  7.29  -2.56  -0.24
H  6.14  -4.39  -1.11


One molecule with the formula H2N3P3, computed with ωB97M-V/def2-TZVPD.

SMILES string   [H]/N=P/N1P2#P1N2
Frontier orbital gap   8.32 eV
Energy relative to the best compared isomer or geometry (same formula, charge and spin)   1.940 eV

Atoms and positions in Å:
H  3.25  -0.24  -1.16
N  2.27  -0.28  -0.81
P  1.64  0.85  0.11
N  0.14  0.38  0.26
P  -1.46  1.06  0.02
P  -1.27  -0.87  -0.73
N  -2.21  -0.36  0.67
H  -2.37  -0.55  1.64


One molecule with the formula C4H8N2O, computed with ωB97M-V/def2-TZVPD.

SMILES string   [H]/N=C(\NC)C(C)=O
Frontier orbital gap   9.79 eV
Energy relative to the best compared isomer or geometry (same formula, charge and spin)   2.082 eV

Atoms and positions in Å:
H  -0.82  -1.00  1.56
N  0.13  -0.58  1.58
C  0.08  -0.28  0.34
N  -1.14  -0.32  -0.31
C  -2.39  0.19  0.22
C  1.26  -0.25  -0.59
C  2.51  0.54  -0.31
O  1.14  -0.95  -1.57
H  -1.09  -0.57  -1.28
H  -2.86  0.82  -0.54
H  -2.21  0.81  1.11
H  -3.10  -0.59  0.51
H  3.18  -0.02  0.37
H  3.03  0.69  -1.26
H  2.27  1.49  0.16


One molecule with the formula C5H9NO, computed with ωB97M-V/def2-TZVPD.

SMILES string   C[C@H]1CC/C1=N\O
Frontier orbital gap   10.53 eV
Energy relative to the best compared isomer or geometry (same formula, charge and spin)   2.887 eV

Atoms and positions in Å:
C  -1.57  -1.20  -0.02
C  -0.56  -0.28  -0.69
C  -0.73  1.25  -0.42
C  0.62  1.28  0.34
C  0.79  -0.18  -0.01
N  1.68  -1.06  0.15
O  2.77  -0.52  0.84
H  -2.56  -1.09  -0.48
H  -1.67  -0.96  1.04
H  -1.26  -2.24  -0.10
H  -0.48  -0.52  -1.76
H  -0.75  1.86  -1.32
H  -1.60  1.50  0.20
H  0.56  1.47  1.42
H  1.40  1.94  -0.07
H  3.38  -1.26  0.88


Question: What is the formula in the second record?
Answer: C4H9O3